C40H46F6O21 | wB97M-V/def2-TZVPD

Last column: Mulliken charge in e.
Element x y z (Å)
C -4.3523 -2.6033 0.3165  -0.2107
C -3.1971 -2.8898 0.3744  -2.0616
C -1.8263 -3.3788 0.5563  3.0168
C -1.7584 -4.2913 1.7701  -0.6915
C -2.8041 -4.8059 2.4107  -0.9440
O -1.4312 -4.1820 -0.5737  -0.4735
C -0.3131 -3.6045 -1.1377  0.1093
O 0.5963 -4.1901 -1.6197  -0.5779
C -0.5233 -2.1023 -0.9109  0.1123
C 0.6706 -1.2842 -1.3857  -1.3173
C 0.2976 0.1506 -1.8052  0.3246
C -0.6671 0.2009 -2.9998  -1.0039
C 0.0865 0.3320 -4.3578  -0.4387
C -0.8313 1.0174 -5.3729  -0.5698
O -0.8372 0.3469 -6.6203  -0.4067
C -2.0522 0.6397 -7.3135  -0.6880
C -0.7836 -2.2181 0.6001  -0.7788
C -1.1102 -0.9665 1.3839  0.2624
C -1.1746 -1.3208 2.8717  0.3805
C 0.0146 -1.8009 3.4295  -0.0959
C 0.0854 -2.1977 4.7568  -1.4399
C -1.0620 -2.1210 5.5375  -0.7526
C -2.2333 -1.6247 4.9972  -1.0299
C -2.3282 -1.2207 3.6646  1.3600
C -3.6493 -0.7247 3.1414  -1.8484
H -5.3448 -2.2248 0.3562  0.5495
H -0.7546 -4.4977 2.1312  0.3814
H -2.6766 -5.7465 2.9337  0.2878
H -3.7686 -4.3190 2.4569  0.2001
H -1.4837 -1.8950 -1.3908  0.5418
H 1.3334 -1.1860 -0.5187  0.4317
H 1.2101 -1.8155 -2.1688  0.5087
H -0.1420 0.6356 -0.9308  0.4476
H 1.2108 0.6876 -2.0744  -0.3552
H -1.3021 1.0835 -2.8892  0.6046
H -1.2949 -0.6842 -3.0851  0.3723
H 0.9988 0.8996 -4.1849  0.2295
H 0.3044 -0.6837 -4.6843  0.3266
H -1.8514 1.0122 -4.9704  0.4634
H -0.5484 2.0738 -5.4870  0.2491
H -2.2806 1.6961 -7.1457  0.3539
H -2.8580 0.0586 -6.8540  0.2235
H -1.9231 0.4229 -8.3684  0.2530
H 0.1094 -2.7378 0.9663  0.6127
H -2.0102 -0.4629 1.0427  0.2888
H -0.2830 -0.2671 1.2433  -0.4574
H 0.9088 -1.8729 2.8239  0.4362
H 1.0270 -2.5681 5.1408  0.4736
H -0.9853 -2.4611 6.5641  0.8240
H -3.1018 -1.5898 5.6477  0.4771
H -4.3020 -1.5936 3.0222  0.2259
H -3.5912 -0.2422 2.1734  0.2968
H -4.1568 -0.0581 3.8392  0.5121
C 3.6105 2.8725 0.3217  -0.2716
C 3.9565 1.6074 -0.4204  0.8928
O 3.5661 0.5941 0.4981  -0.3312
C 2.5507 1.1086 1.2435  0.6673
O 1.8139 0.4551 1.9102  -0.5746
O 2.4802 2.4479 1.1082  -0.3341
F 5.2865 1.5033 -0.6532  -0.3397
H 4.4169 3.1885 0.9852  0.3067
H 3.3487 3.6977 -0.3464  0.1281
H 3.4169 1.4705 -1.3581  -0.1053
C -4.1708 -2.9986 -7.3196  -0.3922
C -5.1094 -4.1794 -7.2808  0.3027
O -6.3795 -3.5575 -7.2924  -0.3034
C -6.2374 -2.3706 -7.9512  0.6275
O -7.1340 -1.7221 -8.3684  -0.4948
O -4.9235 -2.0383 -8.0711  -0.2859
F -4.9745 -4.8915 -6.1367  -0.2724
H -3.9679 -2.6041 -6.3228  0.2452
H -3.2265 -3.2246 -7.8085  0.3107
H -5.0258 -4.8533 -8.1353  0.2656
C -0.3881 1.6678 8.5571  -0.4380
C 0.9431 1.2140 8.0061  0.3169
O 1.0455 -0.1071 8.5135  -0.2985
C -0.2250 -0.5705 8.6598  0.8071
O -0.5094 -1.7137 8.8058  -0.5922
O -1.1222 0.4388 8.6073  -0.3387
F 1.9666 1.9565 8.4902  -0.2919
H -0.2932 2.0775 9.5637  0.2869
H -0.8869 2.3944 7.9214  0.2843
H 0.9993 1.1887 6.9165  0.2894
C 1.9856 3.4826 -4.2995  -0.3261
C 2.2012 4.9273 -4.6638  0.5785
O 2.6657 5.4877 -3.4348  -0.3490
C 3.2926 4.4926 -2.7669  0.5408
O 4.0179 4.6518 -1.8347  -0.6007
O 2.9929 3.2820 -3.2952  -0.2638
F 1.0408 5.5326 -5.0128  -0.3465
H 0.9993 3.3114 -3.8637  0.0639
H 2.1266 2.8099 -5.1413  0.4778
H 2.9400 5.0890 -5.4356  0.2102
C 5.0522 6.6090 -8.8461  -0.3991
C 5.3677 5.3648 -9.6413  0.3108
O 5.0089 4.3299 -8.7378  -0.2861
C 4.0263 4.8235 -7.9431  0.6307
O 3.3176 4.1609 -7.2554  -0.5525
O 3.9529 6.1696 -8.0379  -0.2945
F 6.6859 5.2700 -9.9246  -0.2814
H 5.8824 6.9035 -8.2033  0.2791
H 4.7669 7.4526 -9.4687  0.2592
H 4.7928 5.2560 -10.5623  0.2913
C 0.3510 -2.0078 12.1868  -0.1351
C 1.7927 -1.6430 12.4368  0.3536
O 1.9499 -1.9403 13.8114  -0.3289
C 1.0700 -2.9458 14.1040  0.5813
O 1.1115 -3.6112 15.0812  -0.4882
O 0.1495 -3.0776 13.1156  -0.3343
F 2.0171 -0.3183 12.2408  -0.2890
H -0.3268 -1.1864 12.4263  0.2389
H 0.1688 -2.3335 11.1653  0.0880
H 2.5136 -2.2192 11.8546  0.3085

The calculation puts the lowest unoccupied orbital energy at 0.0060 Eh. Its orbital gap is 8.9 eV. As for the SMILES: C#C[C@@]1(C=C)OC(=O)[C@H](CCCCCOC)[C@H]1Cc1ccccc1C.O=C1OC[C@@H](F)O1.O=C1OC[C@@H](F)O1.O=C1OC[C@@H](F)O1.O=C1OC[C@@H](F)O1.O=C1OC[C@@H](F)O1.O=C1OC[C@@H](F)O1.